1.
# C4H5ClN2

A 3-piece molecular cluster, C4H5ClN2 overall (ωB97M-V with the def2-TZVPD basis set, OMol25).

Geometry as XYZ:
```
12
C4H5ClN2 (ωB97M-V with the def2-TZVPD basis set)
Cl 3.18 -0.37 -0.06
N -0.55 -0.35 -0.15
N -1.81 -0.79 -0.10
C 1.57 -0.15 0.05
C 1.03 1.14 0.06
C 0.56 -1.02 -0.25
C -0.25 1.04 -0.17
H 0.71 -2.02 -0.44
H -2.95 0.45 -0.24
H -1.76 -1.54 1.37
H -1.33 1.50 0.07
H 1.60 2.10 -0.16
```

For the HOMO energy, the calculation gives -8.05 eV. Its frontier orbital gap is 6.700 eV.

---

2.
# C4H5ClN2

The molecule C4H5ClN2 (ωB97M-V with the def2-TZVPD basis set, OMol25).

Geometry as XYZ:
```
12
C4H5ClN2 (ωB97M-V with the def2-TZVPD basis set)
Cl -1.30 -4.52 -0.43
N -0.90 0.20 -2.30
N -1.13 -2.83 -0.79
C -0.65 -0.27 -1.16
C 0.82 -0.31 -0.76
C -1.28 -0.70 0.13
C -1.60 -2.06 0.22
H -2.04 -2.41 1.20
H -1.43 -0.09 0.97
H 0.95 -1.33 -0.64
H 1.00 0.22 0.25
H 1.37 0.31 -1.45
```

For the HOMO energy (spin up / spin down), the calculation gives -9.58 / -9.07 eV. Its frontier orbital gap (spin up / spin down) is 7.967 / 8.660 eV.

---

3.
# C4H5ClN2

C4H5ClN2 as an isolated structure (ωB97M-V with the def2-TZVPD basis set, OMol25).

Geometry as XYZ:
```
12
C4H5ClN2 (ωB97M-V with the def2-TZVPD basis set)
Cl -3.02 0.61 0.71
N -0.15 -0.35 -0.92
N -1.29 -1.02 -0.50
C 1.26 1.33 0.08
C -0.04 0.78 -0.18
C -1.55 -0.08 0.62
C -0.10 -1.61 -0.28
H 1.17 1.20 1.21
H 2.07 0.84 -0.34
H 1.27 2.38 -0.19
H 0.32 -1.61 0.74
H 0.07 -2.47 -0.96
```

For the HOMO energy (spin up / spin down), the calculation gives -7.75 / -7.75 eV. Its frontier orbital gap (spin up / spin down) is 7.673 / 7.588 eV.

---

Verdict on stability: 2 comes out on top.